(1)
Computed, not measured: C40H51AsN2P2Si2V as an isolated structure, with the ωB97M-V functional and the def2-TZVPD basis.

```
99
Properties=species:S:1:pos:R:3:lowdin_charge:R:1
V -0.344 -0.736 -0.466 0.780
C -4.756 -0.570 0.330 -0.156
Si -3.186 -1.069 1.171 0.499
C -3.063 -0.595 2.958 -0.142
C -2.642 -2.830 0.875 -0.151
N -1.825 -0.097 0.293 -0.295
P -1.209 1.462 0.329 0.875
C 0.359 0.852 -0.346 -0.285
P 0.885 0.778 -2.089 0.864
N -0.177 -0.468 -2.299 -0.306
Si -0.480 -1.725 -3.634 0.464
C -1.832 -1.051 -4.710 -0.155
C 1.130 -1.984 -4.516 -0.143
C -1.033 -3.189 -2.625 -0.158
C 0.640 2.276 -2.980 -0.319
C -0.210 2.302 -4.085 -0.052
C -0.325 3.470 -4.822 -0.032
C 0.395 4.597 -4.449 -0.017
C 1.227 4.574 -3.332 -0.034
C 1.353 3.416 -2.589 -0.082
C 2.538 0.143 -2.140 -0.305
C 3.599 0.850 -2.701 -0.036
C 4.874 0.301 -2.679 -0.019
C 5.087 -0.939 -2.098 -0.010
C 4.027 -1.655 -1.544 -0.034
C 2.756 -1.118 -1.571 -0.117
C -2.069 2.489 -0.817 -0.318
C -2.975 1.933 -1.722 -0.077
C -3.625 2.759 -2.622 -0.037
C -3.357 4.124 -2.629 -0.019
C -2.443 4.674 -1.736 -0.031
C -1.797 3.861 -0.821 -0.060
C -1.019 2.127 1.941 -0.329
C -2.110 2.806 2.495 -0.071
C -2.022 3.274 3.794 -0.027
C -0.858 3.070 4.527 -0.008
C 0.229 2.407 3.968 -0.028
C 0.156 1.932 2.671 -0.066
H -5.592 -1.034 0.863 0.061
H -4.813 -0.909 -0.706 0.044
H -4.921 0.508 0.359 0.042
H -3.448 -1.433 3.547 0.061
H -3.654 0.284 3.214 0.045
H -2.034 -0.429 3.285 0.040
H -3.501 -3.463 0.637 0.065
H -2.169 -3.247 1.767 0.027
H -1.945 -2.978 0.043 -0.012
H -1.454 -0.382 -5.485 0.041
H -2.607 -0.534 -4.142 0.033
H -2.316 -1.881 -5.231 0.059
H 1.610 -1.048 -4.810 0.045
H 0.922 -2.532 -5.439 0.061
H 1.846 -2.569 -3.938 0.042
H -1.960 -2.993 -2.081 0.028
H -0.264 -3.547 -1.930 0.023
H -1.252 -4.036 -3.280 0.068
H -0.778 1.424 -4.365 0.085
H -0.971 3.499 -5.689 0.127
H 0.309 5.505 -5.032 0.129
H 1.779 5.460 -3.049 0.127
H 2.004 3.404 -1.722 0.125
H 3.437 1.816 -3.162 0.112
H 5.699 0.842 -3.120 0.130
H 6.082 -1.363 -2.087 0.131
H 4.198 -2.635 -1.119 0.122
H 1.932 -1.734 -1.199 0.077
H -3.184 0.870 -1.713 0.090
H -4.348 2.345 -3.311 0.125
H -3.874 4.768 -3.328 0.129
H -2.249 5.738 -1.742 0.128
H -1.103 4.294 -0.110 0.126
H -3.013 2.976 1.919 0.123
H -2.857 3.802 4.234 0.129
H -0.794 3.441 5.541 0.130
H 1.135 2.266 4.542 0.118
H 1.006 1.422 2.233 0.101
C 1.373 -4.579 0.892 -0.315
As 0.920 -3.603 2.536 1.186
C 1.087 -1.800 1.703 -0.315
C 2.696 -3.514 3.387 -0.342
C 2.600 -2.647 4.610 -0.346
C 2.045 -3.129 5.792 -0.051
C 1.932 -2.304 6.902 -0.058
C 2.369 -0.988 6.845 -0.072
C 2.927 -0.500 5.672 -0.088
C 3.038 -1.324 4.560 -0.080
H 1.298 -5.651 1.071 0.036
H 2.383 -4.350 0.550 0.024
H 0.651 -4.334 0.108 -0.009
H 1.933 -1.697 1.021 0.029
H 1.108 -1.004 2.448 0.029
H 0.106 -1.655 1.193 -0.049
H 3.423 -3.103 2.684 0.077
H 3.006 -4.535 3.616 0.091
H 1.712 -4.158 5.858 0.119
H 1.514 -2.699 7.818 0.116
H 2.298 -0.355 7.719 0.111
H 3.310 0.512 5.632 0.103
H 3.519 -0.950 3.661 0.106
```

Properties
Frontier orbital gap: 4.616 eV
Total charge: +3



(2)
Computed, not measured: CBrIN4 as an isolated structure at a distorted geometry, with the ωB97M-V functional and the def2-TZVPD basis.

```
7
Properties=species:S:1:pos:R:3:nbo_charge:R:1
C -0.044 -1.596 0.489 0.103
N 1.032 -1.283 0.686 -0.336
N -0.959 0.465 -0.611 -0.499
N 0.839 1.836 -0.074 -0.004
N -0.019 1.194 -0.414 0.200
Br -1.554 -2.514 0.197 0.222
I -2.484 1.552 -1.523 0.313
```

Properties
Frontier orbital gap: 8.257 eV
ΔE to the lowest compared entry with this formula, charge and spin: 1.158 eV
Total charge: 0



(3)
Computed, not measured: one molecule with the formula C5H5N3OS at a distorted geometry, with the ωB97M-V functional and the def2-TZVPD basis.

```
15
Properties=species:S:1:pos:R:3:nbo_charge:R:1
C -1.990 0.012 0.398 0.213
C 0.949 1.119 1.275 0.189
C -0.357 0.295 -1.487 0.674
C 1.677 -0.213 1.339 -0.593
C -0.656 0.183 0.039 -0.089
N -3.036 -0.217 0.780 -0.245
N -0.121 1.294 0.688 -0.343
N -1.002 -0.719 -2.106 -0.814
O 0.379 1.123 -1.906 -0.548
S 0.551 -1.517 0.676 0.073
H 1.501 1.880 1.640 0.188
H 2.490 -0.289 0.727 0.236
H 1.925 -0.639 2.305 0.247
H -1.684 -1.160 -1.483 0.402
H -0.627 -1.153 -2.885 0.411
```

Properties
Frontier orbital gap: 8.893 eV
ΔE to the lowest compared entry with this formula, charge and spin: 0.506 eV
SMILES: N#C[C@@]1(C(N)=O)N=CCS1
Total charge: 0



(4)
Computed, not measured: an isolated ion of composition C7H15FNOS and charge +1 at a distorted geometry, with the ωB97M-V functional and the def2-TZVPD basis.

```
26
Properties=species:S:1:pos:R:3:nbo_charge:R:1
C 2.540 0.641 0.362 -0.429
C 1.988 -0.591 0.955 -0.363
C 2.126 0.685 -1.174 -0.387
C 0.364 -0.716 0.772 -0.466
C 0.588 0.725 -1.168 -0.448
C 0.060 -0.521 -0.635 -0.295
C -2.934 0.301 1.666 -0.426
N -2.749 -0.399 0.455 -0.751
O -2.139 -1.491 -1.676 -0.828
F -2.139 0.967 -1.814 -0.480
S -1.801 -0.298 -0.691 2.066
H 2.338 1.619 0.809 0.229
H 3.714 0.559 0.415 0.242
H 2.387 -1.548 0.552 0.219
H 2.124 -0.566 1.966 0.226
H 2.389 1.648 -1.622 0.240
H 2.242 -0.210 -1.799 0.212
H 0.139 -1.677 1.197 0.249
H -0.004 0.135 1.389 0.221
H 0.226 1.577 -0.543 0.212
H 0.243 0.970 -2.191 0.253
H 0.181 -1.362 -1.267 0.271
H -3.726 -0.251 2.182 0.246
H -2.026 0.060 2.157 0.208
H -3.057 1.368 1.540 0.236
H -3.077 -1.626 -1.835 0.542
```

Properties
Frontier orbital gap: 9.606 eV
ΔE to the lowest compared entry with this formula, charge and spin: 3.175 eV
SMILES: C[N+]#[S@@](O)(F)C1CCCCC1
Total charge: +1



(5)
Computed, not measured: a 2-piece molecular cluster, C2H8NO overall at a distorted geometry, with the ωB97M-V functional and the def2-TZVPD basis.

```
12
Properties=species:S:1:pos:R:3:nbo_charge:R:1
O -2.354 -0.058 -0.302 -0.374
H -0.445 0.358 0.096 0.432
H -3.059 0.255 -0.928 0.563
H -2.777 -0.420 0.519 0.549
C 1.119 -0.983 -0.517 -0.432
C 1.286 0.986 0.852 0.218
N 0.570 0.190 0.107 -0.367
H 1.199 -0.825 -1.624 0.323
H 2.132 -1.173 -0.174 0.280
H 0.374 -1.792 -0.478 0.291
H 0.761 1.748 1.417 0.257
H 2.368 0.898 0.761 0.261
```

Properties
⟨S²⟩: 0.75
Frontier orbital gap (spin up / spin down): 12.191 / 4.058 eV
ΔE to the lowest compared entry with this formula, charge and spin: 3.341 eV
Total charge: +2
2S+1: 2



(6)
Computed, not measured: C9H26BNO5Si2 as an isolated structure at a distorted geometry, with the ωB97M-V functional and the def2-TZVPD basis.

```
44
Properties=species:S:1:pos:R:3:nbo_charge:R:1
C 0.960 3.094 1.435 -0.622
C 0.588 3.610 -0.001 -0.394
C -0.957 3.436 -0.279 -0.423
C -1.142 1.939 -0.700 -0.060
O -2.405 1.403 -0.261 -0.875
Si -2.185 -0.269 0.113 1.574
O -1.145 -0.931 -1.073 -1.227
Si 0.174 -1.831 -0.398 1.783
N 1.043 -2.513 -1.801 -1.264
C 1.321 -0.763 0.684 -0.927
C 2.563 -1.528 1.253 -0.399
C 3.752 -1.708 0.253 -0.440
C 3.969 -0.543 -0.744 -0.074
O 4.739 0.508 -0.136 -0.724
B -3.952 -1.173 0.115 0.680
O -4.748 -1.019 1.285 -0.911
O -4.421 -1.956 -0.943 -0.685
C -5.745 -2.461 -0.701 -0.266
H 0.790 3.866 2.207 0.210
H 0.300 2.233 1.682 0.197
H 1.996 2.706 1.477 0.216
H 1.110 2.956 -0.733 0.187
H 0.928 4.649 -0.136 0.208
H -1.207 4.088 -1.132 0.208
H -1.488 3.678 0.655 0.214
H -1.013 1.840 -1.794 0.186
H -0.351 1.383 -0.149 0.152
H -1.564 -0.342 1.442 -0.243
H -0.396 -2.937 0.400 -0.237
H 1.969 -2.087 -1.760 0.368
H 0.623 -2.096 -2.633 0.390
H 0.708 -0.465 1.566 0.248
H 1.574 0.192 0.179 0.234
H 2.889 -1.064 2.198 0.215
H 2.208 -2.554 1.505 0.205
H 3.721 -2.651 -0.320 0.216
H 4.676 -1.755 0.868 0.232
H 4.611 -0.946 -1.563 0.163
H 3.051 -0.168 -1.235 0.160
H 4.989 1.081 -0.859 0.467
H -4.205 -1.121 2.065 0.496
H -6.051 -3.005 -1.617 0.188
H -6.479 -1.639 -0.583 0.185
H -5.798 -3.137 0.170 0.187
```

Properties
Frontier orbital gap: 10.386 eV
Total charge: 0



(7)
Computed, not measured: one molecule with the formula C5H8O at a distorted geometry, with the ωB97M-V functional and the def2-TZVPD basis.

```
14
Properties=species:S:1:pos:R:3:nbo_charge:R:1
C -0.706 0.069 1.579 -0.489
C -0.154 -0.728 0.465 -0.284
C -0.495 -0.445 -1.024 -0.444
C 0.465 0.690 -1.382 -0.072
O 1.086 1.158 -0.044 -0.530
C 0.918 0.161 0.905 0.139
H -1.079 1.077 1.474 0.215
H -1.264 -0.505 2.352 0.221
H -0.006 -1.760 0.769 0.224
H -1.549 -0.154 -1.117 0.218
H -0.327 -1.374 -1.578 0.218
H -0.005 1.581 -1.817 0.197
H 1.290 0.364 -2.032 0.185
H 1.825 -0.135 1.450 0.202
```

Properties
Frontier orbital gap: 9.592 eV
ΔE to the lowest compared entry with this formula, charge and spin: 2.663 eV
SMILES: C1C[C@@H]2C[C@@H]2O1
Total charge: 0